# 1
This record from the OMol25 dataset describes a cluster of 7 separate species, C30H70BF4N4O6 in total. The level of theory is ωB97M-V/def2-TZVPD.

```
115
Properties=species:S:1:pos:R:3:forces:R:3
C 0.8104 5.4751 5.1133 0.3 -0.7 -1.2
C -0.4618 5.1288 4.3037 1.0 0.3 -0.6
C -0.2810 4.0355 3.2611 0.2 1.1 -0.7
N -1.3357 4.2244 2.1271 -0.1 -0.1 -1.2
C -2.6647 4.5324 2.6299 -0.4 -0.5 0.3
C -1.0520 5.2711 0.9945 1.6 -1.3 -1.8
C -0.5436 4.4119 -0.2594 1.0 0.1 0.4
C -0.3812 2.9884 0.2594 0.1 0.2 0.7
C -1.4553 2.9350 1.3485 1.1 -1.1 -0.4
H 1.6174 5.5739 4.3873 0.1 0.3 -0.2
H 1.2026 4.6583 5.7193 -0.5 0.3 0.6
H 0.7252 6.4567 5.5794 -0.1 -0.4 0.5
H -0.6040 6.0073 3.6742 -0.7 0.5 0.4
H -1.3271 4.8539 4.9069 0.0 0.5 0.2
H -0.3930 3.0755 3.7652 -0.1 -0.3 -0.8
H 0.6280 4.1474 2.6700 0.5 -0.4 0.6
H -2.7071 5.4827 3.1621 -0.1 -0.1 -0.4
H -2.8960 3.7209 3.3199 -0.5 0.1 0.0
H -3.2118 4.4646 1.6896 -1.0 0.5 0.8
H -1.9252 5.7584 0.5607 -0.4 0.0 1.3
H -0.2950 6.0007 1.2822 -0.2 -0.2 0.3
H -1.1704 4.4162 -1.1511 -0.6 0.4 0.4
H 0.4219 4.7591 -0.6272 0.1 0.2 0.3
H -0.4999 2.1949 -0.4784 -0.2 0.1 0.0
H 0.6227 2.8531 0.6620 0.0 0.0 0.2
H -2.4125 2.8388 0.8361 -0.3 0.5 0.3
H -1.3520 2.0942 2.0344 0.0 0.1 0.1
C -9.4897 0.7979 0.6706 -0.8 -0.8 0.0
C -8.4552 -0.3738 0.5324 0.8 0.7 0.1
C -7.0919 -0.0841 1.2295 0.0 0.2 0.2
N -5.8107 -0.9419 0.9690 -1.3 0.4 1.5
C -6.2375 -2.4412 1.1799 1.3 1.7 -0.5
C -4.6595 -0.5749 1.9997 0.2 -1.3 -1.5
C -3.3920 -0.9346 1.2272 0.2 -1.4 -1.1
C -3.7975 -0.9566 -0.3045 1.8 0.5 -0.7
C -5.2295 -0.6140 -0.3785 -2.0 0.0 0.4
H -10.3846 0.2985 0.2994 -0.2 0.4 -0.5
H -9.3617 1.7554 0.1659 0.6 -0.5 -0.7
H -9.8740 1.1511 1.6275 0.8 -0.6 0.8
H -8.3884 -0.6329 -0.5242 0.2 0.2 -0.1
H -8.8500 -1.2591 1.0309 -0.3 0.1 -0.1
H -7.4113 -0.2018 2.2650 0.9 0.0 0.3
H -6.7367 0.9385 1.1023 -0.2 0.0 -0.2
H -6.6948 -2.3435 2.1645 0.0 -1.0 -0.2
H -5.3444 -3.0612 1.1026 0.1 0.1 0.6
H -6.8651 -2.8077 0.3675 -0.4 0.6 0.2
H -4.7206 -1.2628 2.8431 -0.5 0.7 0.3
H -4.5926 0.4913 2.2157 -1.0 -0.1 0.2
H -3.0290 -1.9392 1.4444 -0.2 -0.1 0.3
H -2.5356 -0.3370 1.5395 -0.1 0.3 -0.6
H -3.5721 -1.8061 -0.9492 0.1 -0.9 1.1
H -3.2175 -0.2517 -0.9002 0.0 0.6 0.4
H -5.9193 -1.1594 -1.0226 0.6 0.0 -0.7
H -5.3808 0.4472 -0.5762 -0.2 0.0 0.3
C -0.2174 -4.7726 -1.6688 -0.1 -0.2 -2.1
N 0.6361 -4.4040 -2.9465 -0.2 -0.2 -0.7
C 0.1822 -5.2047 -4.1679 -1.2 0.1 0.7
C 0.4514 -2.9157 -3.2481 0.8 0.1 1.0
C 2.0725 -4.7838 -2.6063 0.6 -0.2 -1.0
C 3.0907 -4.4619 -3.7828 -1.9 1.3 -1.1
O 4.3919 -4.7105 -3.5244 2.9 -0.8 2.0
H -1.2693 -4.6142 -1.9064 0.1 0.4 -0.2
H 0.0476 -4.1443 -0.8184 0.5 -0.2 -0.1
H -0.1452 -5.8590 -1.6178 0.5 0.2 0.7
H -0.8895 -5.0118 -4.2162 -0.1 -0.2 -0.1
H 0.3306 -6.2782 -4.0510 0.2 0.1 0.4
H 0.5868 -4.9092 -5.1359 0.5 0.4 0.5
H -0.5266 -2.5763 -2.9069 0.1 -0.3 0.1
H 0.6086 -2.5813 -4.2736 0.0 -0.8 -0.2
H 1.2285 -2.4506 -2.6414 -0.3 0.4 0.4
H 2.0511 -5.8543 -2.4023 0.0 0.0 -0.1
H 2.2996 -4.2985 -1.6571 0.3 0.4 -0.2
H 3.0655 -3.4011 -4.0323 -0.8 0.5 0.3
H 2.9824 -4.9279 -4.7622 -1.7 -0.5 0.1
H 4.8534 -5.0124 -4.3102 -0.1 -0.2 0.2
C 3.5919 -0.0465 -2.8993 0.8 -0.1 0.6
N 5.0419 -0.3517 -2.4513 0.4 0.0 -1.4
C 5.4406 0.8320 -1.5878 -0.1 0.7 -0.5
C 5.1807 -1.6493 -1.7042 -0.7 1.3 -0.2
C 6.0048 -0.4593 -3.7396 -1.3 0.6 1.3
C 5.9660 -1.7692 -4.4866 1.0 1.5 -0.4
O 4.7357 -1.9780 -5.1181 -1.0 -0.9 0.6
H 3.0883 -0.8868 -3.3771 0.6 -0.1 -0.1
H 3.6747 0.8079 -3.5711 -0.2 -0.1 0.1
H 3.0150 0.1895 -2.0051 0.2 0.1 0.0
H 5.3965 1.7173 -2.2221 -0.5 0.1 0.0
H 6.4520 0.9196 -1.1911 0.2 -1.2 -0.1
H 4.7421 0.9132 -0.7549 -0.1 0.1 -0.1
H 4.5969 -2.3765 -2.2686 0.6 -0.3 0.1
H 4.7010 -1.5081 -0.7357 0.2 -0.2 0.1
H 6.2643 -1.7646 -1.6785 -0.3 -0.8 0.4
H 7.0121 -0.2724 -3.3673 -0.1 0.0 0.0
H 5.6837 0.3597 -4.3831 0.1 0.0 0.0
H 6.3558 -2.5738 -3.8631 -0.3 -0.3 -0.1
H 6.5913 -1.6072 -5.3646 1.2 0.0 0.5
H 4.9060 -2.8277 -5.5313 -0.7 -0.1 -0.5
B 3.5468 3.8550 0.0379 1.1 -0.4 2.3
F 2.7717 3.7498 -1.0367 -2.3 -0.6 -2.5
F 2.9164 4.6439 0.9990 -0.7 1.2 0.5
F 3.7875 2.6472 0.6953 -0.4 -1.8 0.1
F 4.7688 4.2821 -0.3413 1.9 1.4 -0.6
C 1.6300 0.0486 1.3167 -0.5 -0.7 -0.5
C 1.1283 -1.1595 0.4579 1.6 -0.3 -1.7
O -0.0857 -1.4357 0.5122 -0.4 -0.2 0.1
O 1.9792 -1.7627 -0.3505 -1.4 1.2 1.4
H 0.7961 0.7339 1.4682 -0.2 0.0 -0.2
H 2.4401 0.5982 0.8372 0.1 -0.2 0.3
H 1.8716 -0.2745 2.3293 0.5 -0.2 -0.1
C 3.2887 -0.9076 5.3454 -2.9 2.4 -1.1
C 4.3055 -1.7412 5.9059 3.4 1.6 1.3
O 5.2697 -1.1456 6.4577 0.0 0.4 0.5
O 4.2243 -2.9196 5.6809 -0.5 -4.2 -0.5
H 3.7049 -0.2961 4.5448 0.1 -0.2 -0.4
H 2.9098 -0.1485 6.0297 -0.1 0.0 0.4
H 2.4574 -1.5192 4.9948 -0.1 0.1 -0.3
```
Forces are in eV/Å.

HOMO-LUMO gap = 0.106 Ha
DFT total energy = -62027.395 eV
spin multiplicity = 1
charge = +1
molar mass = 669.72 g/mol

Löwdin population analysis, charges in e, atoms 1 to 99: atom 1 (C): -0.063, atom 2 (C): -0.234, atom 3 (C): -0.070, atom 4 (N): -0.258, atom 5 (C): -0.030, atom 6 (C): -0.020, atom 7 (C): -0.121, atom 8 (C): -0.151, atom 9 (C): -0.136, atom 10 (H): 0.080, atom 11 (H): 0.086, atom 12 (H): 0.082, atom 13 (H): 0.104, atom 14 (H): 0.111, atom 15 (H): 0.145, atom 16 (H): 0.137, atom 17 (H): 0.111, atom 18 (H): 0.115, atom 19 (H): 0.101, atom 20 (H): 0.123, atom 21 (H): 0.135, atom 22 (H): 0.111, atom 23 (H): 0.107, atom 24 (H): 0.127, atom 25 (H): 0.103, atom 26 (H): 0.124, atom 27 (H): 0.123, atom 28 (C): -0.085, atom 29 (C): -0.208, atom 30 (C): -0.123, atom 31 (N): -0.233, atom 32 (C): 0.066, atom 33 (C): -0.055, atom 34 (C): -0.124, atom 35 (C): -0.139, atom 36 (C): -0.137, atom 37 (H): 0.076, atom 38 (H): 0.077, atom 39 (H): 0.076, atom 40 (H): 0.106, atom 41 (H): 0.104, atom 42 (H): 0.130, atom 43 (H): 0.123, atom 44 (H): 0.110, atom 45 (H): 0.107, atom 46 (H): 0.105, atom 47 (H): 0.133, atom 48 (H): 0.129, atom 49 (H): 0.113, atom 50 (H): 0.104, atom 51 (H): 0.114, atom 52 (H): 0.114, atom 53 (H): 0.135, atom 54 (H): 0.137, atom 55 (C): 0.056, atom 56 (N): -0.311, atom 57 (C): 0.000, atom 58 (C): 0.013, atom 59 (C): -0.049, atom 60 (C): -0.271, atom 61 (O): -0.034, atom 62 (H): 0.092, atom 63 (H): 0.107, atom 64 (H): 0.104, atom 65 (H): 0.101, atom 66 (H): 0.109, atom 67 (H): 0.102, atom 68 (H): 0.101, atom 69 (H): 0.104, atom 70 (H): 0.072, atom 71 (H): 0.132, atom 72 (H): 0.133, atom 73 (H): 0.086, atom 74 (H): 0.127, atom 75 (H): 0.108, atom 76 (C): 0.031, atom 77 (N): -0.302, atom 78 (C): 0.014, atom 79 (C): 0.028, atom 80 (C): -0.053, atom 81 (C): -0.261, atom 82 (O): -0.056, atom 83 (H): 0.078, atom 84 (H): 0.106, atom 85 (H): 0.095, atom 86 (H): 0.111, atom 87 (H): 0.119, atom 88 (H): 0.100, atom 89 (H): 0.085, atom 90 (H): 0.110, atom 91 (H): 0.116, atom 92 (H): 0.138, atom 93 (H): 0.132, atom 94 (H): 0.121, atom 95 (H): 0.136, atom 96 (H): 0.088, atom 97 (B): -1.468, atom 98 (F): 0.174, atom 99 (F): 0.098

---

# 2
This record from the OMol25 dataset describes a cluster of 5 separate species, C30H70BrN4O in total. The level of theory is ωB97M-V/def2-TZVPD.

```
106
Properties=species:S:1:pos:R:3:forces:R:3
C -2.6436 -4.8428 0.3653 0.0 -0.5 0.8
C -1.8966 -4.8417 -0.9448 -0.6 0.6 -1.2
C -2.2848 -3.5610 -1.8137 2.5 -1.1 0.3
N -1.4166 -3.3868 -3.0905 1.2 -0.9 -1.3
C -1.7227 -4.4092 -4.2212 0.1 0.9 1.0
C -1.4980 -1.9629 -3.6738 0.9 -1.2 -0.4
C -0.2367 -1.8905 -4.6036 -0.4 1.4 0.0
C 0.8922 -2.5841 -3.8552 -0.8 1.0 1.4
C 0.1543 -3.4858 -2.8620 -0.7 -0.8 0.1
H -3.7006 -4.9416 0.1182 -0.1 0.3 0.7
H -2.3982 -4.1041 1.1283 -0.3 1.1 -0.7
H -2.3656 -5.6771 1.0094 -0.1 -0.8 -0.7
H -2.2917 -5.6960 -1.4944 0.4 -0.2 -0.1
H -0.8241 -4.9703 -0.7991 0.0 0.2 -0.2
H -1.9454 -2.7167 -1.2136 -0.7 0.3 0.0
H -3.3352 -3.5894 -2.1035 0.1 0.3 0.1
H -1.6472 -5.4410 -3.8778 -0.2 0.2 0.4
H -0.9189 -4.2850 -4.9469 -0.5 0.1 -0.2
H -2.7203 -4.1487 -4.5748 0.2 -0.3 -0.3
H -2.4570 -1.7630 -4.1518 0.1 -0.2 0.0
H -1.4150 -1.3391 -2.7839 0.2 0.1 -0.3
H -0.3628 -2.2195 -5.6351 -0.4 -0.3 0.3
H 0.0505 -0.8443 -4.7097 -0.2 0.2 -0.1
H 1.7325 -2.9796 -4.4258 -0.6 -0.5 -0.1
H 1.3329 -1.8441 -3.1871 0.3 0.3 -0.3
H 0.5195 -4.4942 -3.0564 -0.6 -0.3 0.8
H 0.2501 -3.1351 -1.8344 0.4 -0.4 0.0
C 4.7118 -0.8743 0.2005 -0.8 -0.1 0.3
C 4.4518 0.6337 0.5134 0.5 -1.0 -0.6
C 2.9643 1.0144 0.3709 0.6 1.8 0.1
N 2.7026 2.5614 0.6047 0.3 -0.1 -0.6
C 1.2453 2.8349 0.1687 1.5 -0.2 1.1
C 3.6300 3.5158 -0.1500 0.4 -1.7 -1.1
C 3.5141 4.8478 0.4842 0.5 0.1 0.1
C 3.1701 4.4932 1.9439 -1.6 1.1 0.7
C 3.0342 2.9813 2.0219 0.8 -0.4 -0.3
H 5.7536 -1.1748 0.3112 0.0 0.4 0.0
H 4.4096 -1.1006 -0.8220 0.1 0.2 -0.2
H 4.1277 -1.5679 0.8054 0.0 0.2 0.3
H 5.0837 1.0905 -0.2482 -0.5 0.5 -0.3
H 4.9506 0.9573 1.4270 -0.5 -0.3 0.4
H 2.2463 0.5719 1.0613 0.4 -0.4 0.3
H 2.5980 0.8041 -0.6339 0.2 0.0 -0.1
H 0.9312 3.8675 0.3210 0.5 0.1 -0.1
H 0.6414 2.2378 0.8520 -0.2 -0.3 -0.6
H 1.2702 2.5727 -0.8890 -0.6 -0.1 0.2
H 3.4251 3.4873 -1.2202 -0.2 -0.1 0.0
H 4.6395 3.1307 -0.0064 -0.1 -0.1 0.0
H 2.8199 5.4738 -0.0763 -0.2 0.1 0.6
H 4.4997 5.3002 0.3743 -0.2 0.3 0.2
H 2.2092 4.9403 2.1986 0.0 0.2 0.1
H 3.8784 4.8850 2.6740 0.0 -0.2 -0.1
H 2.3839 2.4374 2.7071 -0.4 0.7 0.1
H 4.0428 2.6551 2.2757 -0.1 -0.6 -0.4
C -4.1099 5.0545 -4.8899 0.9 0.1 1.7
N -3.0814 4.4657 -3.9008 -0.1 1.0 0.9
C -1.6634 5.1286 -4.2710 -1.2 -0.7 0.9
C -3.4908 4.9167 -2.4854 1.4 0.3 -0.4
C -3.1984 2.9459 -3.9097 1.0 0.8 -1.5
C -2.0731 2.1776 -3.2077 0.3 -0.6 0.1
O -2.5298 0.8826 -2.9129 -1.4 -0.7 0.0
H -3.9824 6.1087 -4.6442 -0.4 0.2 -0.9
H -5.0924 4.7544 -4.5256 0.0 -0.2 -0.4
H -3.8595 4.7499 -5.9061 -0.2 0.2 0.2
H -1.4024 4.9977 -5.3211 -0.4 -0.2 0.1
H -0.8814 4.7420 -3.6174 -0.2 -0.4 -0.1
H -1.7449 6.1885 -4.0300 -0.3 -0.1 -0.2
H -2.6606 4.6036 -1.8522 -0.3 -0.3 0.2
H -4.4451 4.5067 -2.1549 0.1 -0.1 -0.4
H -3.4814 6.0022 -2.3872 -0.3 0.0 -0.4
H -3.1748 2.8222 -4.9924 0.0 -1.0 0.0
H -4.1930 2.6622 -3.5656 0.2 0.1 0.3
H -1.7528 2.6222 -2.2654 0.1 0.6 -0.1
H -1.2178 1.9463 -3.8425 0.3 1.2 -0.3
H -1.9897 0.4767 -2.2308 0.1 0.3 -0.1
C 2.4349 -4.0319 2.8732 0.8 0.9 -0.4
C 2.0558 -2.6826 2.2123 1.9 -1.4 -0.2
C 0.7946 -2.0968 2.6450 -1.2 0.3 2.4
C 0.8930 -1.7866 4.2325 -1.8 0.7 -2.2
N -0.2842 -0.8721 4.6818 -0.4 0.6 1.0
C -0.1035 -0.4882 6.1808 1.5 -0.4 0.8
C -1.3573 -0.8449 6.9676 0.8 -0.4 -0.7
C -1.9208 -2.0544 6.1559 2.0 0.6 0.4
C -1.6210 -1.6528 4.7456 -1.5 0.8 -1.6
C -0.4578 0.4332 3.8190 0.2 -1.6 1.2
H 1.8172 -4.8639 2.5351 -0.4 0.1 0.6
H 2.5396 -3.8532 3.9433 -0.6 -0.6 0.2
H 3.4486 -4.3280 2.6035 0.1 0.2 -0.3
H 2.0589 -2.7920 1.1278 0.1 0.0 -0.1
H 2.7947 -1.9300 2.4875 0.6 -0.1 -0.3
H -0.0193 -2.8106 2.5182 -0.3 0.2 -0.2
H 0.6598 -1.2225 2.0082 -0.5 0.3 0.5
H 1.8361 -1.3024 4.4859 -0.1 0.0 0.1
H 0.7560 -2.7253 4.7693 0.2 0.2 0.1
H 0.2709 0.5169 6.3750 -0.5 0.4 -0.8
H 0.7323 -1.0276 6.6265 0.1 -0.7 -0.7
H -1.8588 0.1219 7.0123 -1.2 -0.7 0.2
H -1.0399 -1.1815 7.9546 -0.3 0.3 0.1
H -2.8860 -2.4476 6.4754 -0.1 0.3 -0.6
H -1.1955 -2.8678 6.1379 0.0 -0.5 1.7
H -2.4109 -0.9746 4.4227 0.2 0.2 -0.5
H -1.5717 -2.5109 4.0753 0.0 0.2 -0.1
H -1.1284 1.1034 4.3568 0.1 -0.2 0.1
H -0.9163 0.1641 2.8675 0.3 0.0 0.1
H 0.5381 0.8707 3.7483 -0.1 0.0 -0.2
Br -1.0202 -0.0395 -0.1639 0.1 -0.1 0.2
```
Forces are in eV/Å.

HOMO-LUMO gap (alpha / beta) = 0.412 / 0.213 Ha
DFT total energy = -110255.628 eV
spin multiplicity = 2
charge = +4
<S²> = 0.752
molar mass = 582.82 g/mol

Löwdin population analysis, charges in e, atoms 1 to 99: atom 1 (C): -0.104, atom 2 (C): -0.213, atom 3 (C): -0.071, atom 4 (N): -0.233, atom 5 (C): 0.064, atom 6 (C): -0.085, atom 7 (C): -0.140, atom 8 (C): -0.141, atom 9 (C): -0.082, atom 10 (H): 0.094, atom 11 (H): 0.062, atom 12 (H): 0.089, atom 13 (H): 0.114, atom 14 (H): 0.105, atom 15 (H): 0.065, atom 16 (H): 0.145, atom 17 (H): 0.112, atom 18 (H): 0.103, atom 19 (H): 0.117, atom 20 (H): 0.142, atom 21 (H): 0.048, atom 22 (H): 0.125, atom 23 (H): 0.110, atom 24 (H): 0.137, atom 25 (H): 0.103, atom 26 (H): 0.138, atom 27 (H): 0.112, atom 28 (C): -0.064, atom 29 (C): -0.199, atom 30 (C): -0.075, atom 31 (N): -0.238, atom 32 (C): 0.016, atom 33 (C): -0.127, atom 34 (C): -0.134, atom 35 (C): -0.117, atom 36 (C): -0.099, atom 37 (H): 0.096, atom 38 (H): 0.078, atom 39 (H): 0.040, atom 40 (H): 0.111, atom 41 (H): 0.113, atom 42 (H): 0.104, atom 43 (H): 0.123, atom 44 (H): 0.110, atom 45 (H): 0.053, atom 46 (H): 0.099, atom 47 (H): 0.146, atom 48 (H): 0.131, atom 49 (H): 0.125, atom 50 (H): 0.139, atom 51 (H): 0.118, atom 52 (H): 0.136, atom 53 (H): 0.128, atom 54 (H): 0.129, atom 55 (C): 0.045, atom 56 (N): -0.326, atom 57 (C): 0.071, atom 58 (C): 0.013, atom 59 (C): -0.078, atom 60 (C): -0.233, atom 61 (O): -0.115, atom 62 (H): 0.110, atom 63 (H): 0.117, atom 64 (H): 0.120, atom 65 (H): 0.113, atom 66 (H): 0.089, atom 67 (H): 0.106, atom 68 (H): 0.088, atom 69 (H): 0.120, atom 70 (H): 0.113, atom 71 (H): 0.137, atom 72 (H): 0.148, atom 73 (H): 0.102, atom 74 (H): 0.128, atom 75 (H): -0.102, atom 76 (C): -0.054, atom 77 (C): -0.308, atom 78 (C): -0.211, atom 79 (C): -0.044, atom 80 (N): -0.198, atom 81 (C): -0.120, atom 82 (C): -0.111, atom 83 (C): -0.110, atom 84 (C): -0.129, atom 85 (C): 0.037, atom 86 (H): 0.088, atom 87 (H): 0.077, atom 88 (H): 0.085, atom 89 (H): 0.107, atom 90 (H): 0.096, atom 91 (H): 0.109, atom 92 (H): 0.036, atom 93 (H): 0.138, atom 94 (H): 0.130, atom 95 (H): 0.136, atom 96 (H): 0.131, atom 97 (H): 0.125, atom 98 (H): 0.134, atom 99 (H): 0.145

---

Q: Which of these has the lowest charge?
A: C30H70BF4N4O6

---

Q: What is the molar mass in the first record?
A: 669.72 g/mol

---

Q: Among the records above, which one has the lowest DFT total energy?
A: C30H70BrN4O

---

Q: What is the spin multiplicity in the first record?
A: 1